Below is 2 unconnected molecules or ions with the total composition BrHNO at a distorted geometry, with properties calculated with ωB97M-V with the def2-TZVPD basis set.

The spin multiplicity is 1. As for the charge: -1. The total energy comes out at -73593.217 eV. As for the molar mass: 110.92 g/mol. For the orbital gap (spin up / spin down), the calculation gives 8.3 / 6.1 eV. Its LUMO energy (spin up / spin down) is 4.65 / 3.31 eV. As for the energy above the lowest of the compared OMol25 structures with the same formula, charge and spin: 202.5 kJ/mol. The HOMO energy (spin up / spin down) is -3.62 / -2.78 eV.

XYZ file:
```
4
BrHNO ωB97M-V with the def2-TZVPD basis set
N -0.1777 0.1747 -0.0817
O -0.4084 1.1763 0.4920
Br -1.9251 -1.3506 0.3614
H 2.5111 -0.0004 -0.7718
```